1.
The following is a quantum chemistry calculation of C20H55FN5O5Pd as an isolated structure in a non-equilibrium geometry, from the OMol25 dataset.

## Properties
* net charge: +1
* Kohn-Sham gap (spin up / spin down): 6.3 / 3.3 eV
* spin multiplicity: 3
* DFT total energy: -1672.13201 hartree
* energy above the lowest of the compared OMol25 structures with the same formula, charge and spin: 769.3 kJ/mol
* E_LUMO (spin up / spin down): -4.42 / -7.45 eV

```
87
Properties=species:S:1:pos:R:3:forces:R:3:lowdin_spin:R:1
Pd -0.929736 2.788133 -2.868435 0.36 0.23 0.09 0.980
F 0.717987 0.683399 -0.810810 -0.03 0.05 -0.05 1.001
C 3.128875 2.144864 -6.538032 0.87 -0.05 -2.55 0.000
C 1.695022 2.207900 -6.096817 -0.83 -1.78 0.42 0.000
C 1.030370 0.748615 -6.151099 -0.40 -0.22 0.64 0.000
O -0.199369 0.571594 -5.375398 -0.24 -0.02 0.39 0.003
C -0.570452 -0.822857 -5.051363 1.20 0.63 -1.14 0.000
N 1.782063 2.693015 -4.737270 -1.24 -0.06 1.38 0.004
H 3.217363 1.817304 -7.573874 -0.08 -0.42 -0.19 0.000
H 3.827492 1.526602 -5.974312 -0.54 -0.25 0.42 0.000
H 3.624064 3.112363 -6.620747 -0.37 0.39 0.43 0.000
H 1.043416 2.869040 -6.668128 0.34 0.09 -0.23 0.000
H 1.716267 -0.021749 -5.798680 0.51 0.19 0.24 0.000
H 0.812486 0.460309 -7.179457 0.00 0.34 -0.23 0.000
H -1.607352 -0.933452 -4.734044 0.17 0.70 0.25 0.000
H 0.138318 -1.249342 -4.341530 -0.12 0.19 0.36 0.000
H -0.488050 -1.459654 -5.932159 0.04 0.15 -0.33 0.000
H 2.364733 1.997274 -4.293953 0.10 -0.06 0.69 0.000
H 2.369070 3.514422 -4.765684 -0.07 0.36 0.20 0.000
C -2.609578 5.253469 1.732609 -0.71 0.19 0.25 0.000
C -2.409480 4.238708 0.581186 -1.47 1.04 1.29 0.000
C -3.798360 3.850222 -0.027671 1.69 0.17 0.21 0.000
O -3.656578 2.808139 -1.014793 -1.34 0.67 0.07 0.000
C -4.943821 2.571557 -1.646662 0.28 0.01 -0.70 0.000
N -1.557322 4.900357 -0.404620 0.92 -1.40 -0.68 0.011
H -3.195243 4.867416 2.566888 -0.40 -0.12 -0.20 0.000
H -3.065574 6.166562 1.349944 -0.29 0.05 0.06 0.000
H -1.703851 5.585379 2.240163 0.48 -0.28 -0.46 0.000
H -1.950924 3.420248 1.136117 0.43 -0.53 -1.03 0.000
H -4.162788 4.788695 -0.445461 -0.29 0.00 -0.56 0.000
H -4.508888 3.583922 0.754859 0.10 -0.37 0.09 0.000
H -4.832689 1.826213 -2.434195 0.30 -0.31 0.38 0.000
H -5.336888 3.426785 -2.196384 0.36 0.60 0.20 0.000
H -5.759823 2.276179 -0.987131 0.41 -0.22 0.50 0.000
H -1.977157 5.715858 -0.827469 -0.55 0.00 0.06 0.000
H -0.781155 5.271339 0.124571 0.47 -0.03 -0.22 0.000
C -4.812220 -4.264611 0.606203 0.08 0.12 0.78 0.000
C -4.321268 -2.837747 0.476858 0.84 -0.40 1.01 0.000
C -5.092995 -1.948919 1.471739 -0.24 -0.40 -1.80 0.000
O -6.444435 -2.059598 1.104358 -1.60 1.37 1.04 0.000
C -7.268061 -1.260877 2.034336 0.89 -1.55 -0.59 0.000
N -2.889503 -2.830128 0.788969 0.79 0.43 -0.46 0.000
H -5.896548 -4.269227 0.495179 0.17 -0.47 -0.30 0.000
H -4.580721 -4.545098 1.633741 -0.22 -0.20 0.29 0.000
H -4.237832 -4.978443 0.015755 -0.38 0.21 -0.44 0.000
H -4.414581 -2.537840 -0.566901 -0.22 0.47 0.12 0.000
H -4.779317 -0.911720 1.353740 0.28 0.28 0.25 0.000
H -4.935321 -2.294710 2.493343 0.18 -0.05 0.22 0.000
H -6.986858 -0.208296 2.001058 -0.03 0.04 -0.03 0.000
H -7.064717 -1.697352 3.012212 -0.10 0.38 0.34 0.000
H -8.328679 -1.410987 1.832735 0.22 0.06 -0.37 0.000
H -2.445056 -1.956327 0.545980 -0.11 0.21 -0.39 0.000
H -2.631091 -2.924446 1.760780 -0.54 -0.47 0.34 0.000
C 3.016667 -1.652143 5.275916 0.35 0.00 -0.98 0.000
C 1.712343 -2.036116 4.556968 0.60 0.51 0.37 0.000
C 0.865434 -2.904082 5.487031 -0.36 -1.21 -0.95 0.000
O -0.425500 -3.194936 4.814203 1.18 -1.00 1.17 0.000
C -1.037346 -4.408995 5.311521 -0.12 0.51 0.36 0.000
N 0.901994 -0.847788 4.339503 -1.35 0.26 1.16 0.000
H 3.507524 -0.903040 4.654634 -0.15 0.48 0.22 0.000
H 3.804646 -2.402878 5.335729 -0.42 -0.57 0.20 0.000
H 2.800690 -1.253443 6.267120 0.04 0.09 -0.13 0.000
H 1.829435 -2.451886 3.556204 0.61 -0.99 0.32 0.000
H 0.739012 -2.464801 6.476552 -0.53 0.71 -0.17 0.000
H 1.387820 -3.822948 5.753330 0.05 -0.39 -0.59 0.000
H -2.116129 -4.316661 5.185768 0.06 0.16 0.08 0.000
H -0.804393 -4.574389 6.363408 -0.18 0.40 0.25 0.000
H -0.755981 -5.360841 4.861037 0.53 0.30 -0.77 0.000
H 0.898466 -0.342399 3.465050 0.69 -0.45 -0.24 0.000
H 0.019250 -1.334610 4.401638 -1.03 1.20 -0.35 0.000
C 5.511531 1.836373 0.161237 -0.20 -1.24 -0.37 0.000
C 6.038326 0.654177 -0.699977 -1.03 -0.24 0.08 0.000
C 6.302961 -0.623383 0.124338 1.22 0.90 -1.40 0.000
O 6.926956 -1.502517 -0.832911 -0.08 1.99 -0.53 0.000
C 7.134121 -2.769492 -0.370045 -0.53 -1.14 1.29 0.000
N 5.083876 0.330660 -1.784889 -0.15 0.42 0.15 0.000
H 4.691168 1.503462 0.797058 0.13 -0.42 0.43 0.000
H 4.980571 2.580170 -0.432860 0.82 0.34 -0.29 0.000
H 6.327306 2.194853 0.789013 -0.27 0.43 -0.11 0.000
H 6.982649 0.916051 -1.177223 0.01 0.11 0.06 0.000
H 5.380828 -1.023780 0.545580 -0.07 -0.23 0.06 0.000
H 7.036539 -0.360334 0.886430 -0.04 -0.34 0.48 0.000
H 7.579812 -2.724923 0.623673 0.10 -0.26 0.29 0.000
H 7.781419 -3.402827 -0.976656 -0.11 0.46 -0.43 0.000
H 6.136815 -3.202579 -0.293117 0.03 -0.86 0.25 0.000
H 5.292082 -0.587604 -2.150318 0.48 -0.11 -0.20 0.000
H 4.175860 0.191147 -1.365189 -0.37 0.19 0.22 0.000
```
Forces are in eV/Å.

***

2.
The following is a quantum chemistry calculation of a single C7H13ClO2 molecule in a non-equilibrium geometry, from the OMol25 dataset.

## Properties
* SMILES string: CC[C@@H](Cl)[C@](C)(C=O)OC
* Kohn-Sham gap: 10.3 eV
* DFT total energy: -885.10499 hartree
* energy above the lowest of the compared OMol25 structures with the same formula, charge and spin: 0.0 kJ/mol
* E_LUMO: 0.71 eV

```
23
Properties=species:S:1:pos:R:3:forces:R:3:lowdin_charge:R:1
C 2.900009 0.148241 0.042210 0.51 -0.59 0.38 -0.106
C 1.584976 -0.525734 0.685851 3.35 -1.28 -1.43 -0.236
C 0.464128 -0.370353 -0.349498 -1.37 -0.27 1.29 -0.636
Cl 0.432916 -1.705110 -1.517372 0.61 0.05 -0.45 0.721
C -1.038015 -0.272809 0.249172 1.29 0.68 -1.25 -0.496
C -1.102529 1.024753 1.061878 1.29 0.24 0.83 -0.003
C -1.135954 -1.611941 0.886679 -0.17 -0.69 1.32 -0.251
O -0.521911 -2.019835 1.830925 0.43 0.57 0.82 0.083
O -2.044652 -0.382250 -0.781363 0.61 1.79 -0.16 -0.180
C -2.100015 0.720975 -1.709073 0.55 1.87 0.29 -0.097
H 3.778863 -0.467913 -0.282147 -1.20 -0.36 0.33 0.076
H 3.342156 0.707968 0.863230 0.03 0.71 -0.33 0.057
H 2.692469 0.732412 -0.854546 -0.12 0.47 0.35 0.058
H 2.015164 -1.607858 0.854575 -1.91 1.92 0.16 0.144
H 1.448515 0.054116 1.603175 -0.50 -0.63 -0.13 0.098
H 0.668281 0.571335 -0.821407 -0.12 0.24 -0.76 0.069
H -0.455015 1.847250 0.663378 -1.03 -0.52 -0.65 0.102
H -2.129195 1.345260 1.235584 0.18 0.07 0.04 0.093
H -0.531475 0.953830 2.014825 -0.95 -0.68 -0.16 0.093
H -1.746608 -2.320753 0.380622 -1.04 -0.49 -0.97 0.120
H -2.585928 0.403684 -2.598939 0.36 -1.12 -1.06 0.061
H -1.062901 1.233302 -1.951318 -2.09 -1.23 0.52 0.127
H -2.873283 1.541423 -1.506431 1.29 -0.76 1.04 0.101
```
Forces are in eV/Å.

***

3.
The following is a quantum chemistry calculation of an isolated ion of composition C11H16N4 and charge +2 in a non-equilibrium geometry, from the OMol25 dataset.

## Properties
* SMILES string: CC[C@@]1(c2ccccc2)NC(=[NH2+])NC1=[NH2+]
* net charge: +2
* Kohn-Sham gap: 7.8 eV
* DFT total energy: -647.15044 hartree
* energy above the lowest of the compared OMol25 structures with the same formula, charge and spin: 8.5 kJ/mol
* E_LUMO: -7.91 eV

```
31
Properties=species:S:1:pos:R:3:forces:R:3:lowdin_charge:R:1
C -1.654607 0.899140 -2.114335 2.17 1.08 2.64 -0.001
C -0.688708 1.369088 -0.858431 -3.78 -0.05 -0.06 -0.083
C -0.167264 0.136724 -0.158099 1.90 0.50 -0.63 -0.371
C 0.491513 0.380888 1.154280 0.46 1.67 2.35 -0.167
C -0.207306 0.153721 2.377348 -0.91 -1.98 -1.14 -0.030
C 0.424882 0.353880 3.563278 0.86 2.39 3.04 -0.044
C 1.670428 1.026026 3.640110 -1.69 -1.01 -4.42 -0.014
C 2.323306 1.384941 2.469817 0.26 -0.68 -1.18 -0.038
C 1.714610 1.092377 1.245314 0.83 -0.98 -1.58 -0.029
N -1.157896 -0.886635 -0.082916 -3.04 -2.16 -0.57 0.175
C -0.768114 -2.016947 -0.700636 -1.33 0.05 0.65 -0.283
N -1.432502 -3.144943 -0.929805 0.41 0.60 -0.42 0.271
N 0.533264 -1.883034 -1.110497 -0.31 -2.59 -2.57 0.233
C 0.912076 -0.623242 -1.020031 -0.08 1.38 0.83 -0.181
N 2.026653 -0.223140 -1.516976 0.61 0.77 -0.76 0.304
H -1.192897 0.140181 -2.734524 -0.01 -0.15 -0.14 0.074
H -1.857415 1.772599 -2.661744 -0.32 0.93 -1.01 0.069
H -2.564421 0.588664 -1.640238 -0.57 -0.39 -0.21 0.062
H -1.287397 2.087877 -0.149033 0.50 -1.98 -0.85 0.183
H 0.075067 2.061835 -0.991254 1.85 0.82 -1.26 0.092
H -1.206054 -0.387143 2.453249 1.30 0.95 -0.52 0.139
H -0.061800 0.311520 4.582070 0.15 -0.68 -1.54 0.149
H 2.132296 1.332204 4.460941 1.48 0.69 4.01 0.075
H 3.374968 1.724393 2.384745 -0.96 0.22 0.64 0.136
H 2.388602 1.262314 0.314506 -1.46 0.03 1.85 0.122
H -2.208619 -0.642991 0.036974 2.58 -0.65 -0.02 0.241
H -1.024522 -3.901357 -1.529710 -0.70 0.97 0.98 0.182
H -2.433612 -3.143476 -0.739695 0.31 -0.42 -0.05 0.161
H 0.828891 -2.510521 -1.918543 0.02 0.90 1.65 0.239
H 2.363621 0.727936 -1.358073 -0.32 -0.33 -0.28 0.148
H 2.595287 -0.788321 -2.159227 -0.21 0.10 0.58 0.185
```
Forces are in eV/Å.

***

4.
The following is a quantum chemistry calculation of a single C6H12O molecule, from the OMol25 dataset.

## Properties
* Kohn-Sham gap: 8.3 eV
* DFT total energy: -310.89865 hartree
* energy above the lowest of the compared OMol25 structures with the same formula, charge and spin: 421.7 kJ/mol
* E_LUMO: 0.30 eV

```
19
Properties=species:S:1:pos:R:3:forces:R:3:lowdin_charge:R:1
C -1.478047 1.028835 1.416607 -0.13 0.01 0.14 -0.094
C -0.140173 0.829350 0.725429 -0.02 -0.26 0.27 -0.222
C 1.347778 0.324093 -1.197537 0.33 -0.29 -0.57 -0.013
C 0.397093 0.069845 -2.329427 0.18 0.15 -0.17 -0.149
C 1.453551 -0.872965 -0.320858 0.02 0.24 -0.03 -0.210
C 0.130072 -0.695051 0.442392 -0.20 0.54 -0.15 -0.414
O 0.234865 -1.373460 1.676144 -0.16 -0.21 0.13 -0.028
H -1.635080 0.273754 2.191780 -0.14 0.17 0.04 0.062
H -2.310037 0.970321 0.705338 0.11 -0.03 0.12 0.080
H -1.513584 2.004129 1.905959 -0.10 -0.06 -0.04 0.077
H 0.691679 1.145972 1.363753 -0.16 -0.06 0.05 0.125
H -0.098262 1.536497 -0.120181 0.10 -0.65 -0.04 0.102
H -0.662407 -0.048832 -2.043682 0.35 0.00 0.18 0.088
H 0.442680 0.884085 -3.052684 -0.09 -0.11 -0.10 0.059
H 0.668362 -0.881719 -2.809757 -0.02 0.06 -0.08 0.084
H 2.279563 -0.823671 0.399748 -0.16 0.10 -0.16 0.112
H 1.510785 -1.832517 -0.861375 -0.26 0.15 0.19 0.119
H -0.672099 -1.156902 -0.160727 0.11 0.35 0.16 0.143
H -0.646739 -1.381762 2.069078 0.23 -0.09 0.06 0.081
```
Forces are in eV/Å.